Entry 1:
{
  "formula": "C9H21N2O2P",
  "method": "the ωB97M-V functional and the def2-TZVPD basis",
  "symbols": ["C", "C", "C", "C", "C", "C", "C", "C", "C", "N", "N", "O", "O", "P", "H", "H", "H", "H", "H", "H", "H", "H", "H", "H", "H", "H", "H", "H", "H", "H", "H", "H", "H", "H", "H"],
  "xyz": [[2.69959, -0.52830, -0.69335], [-0.49093, -2.10977, 1.43054], [0.07883, -2.87155, -0.77868], [-2.67676, 0.77245, -0.83141], [-0.81869, 2.45926, -0.52211], [2.61549, 2.28133, 1.76920], [2.54529, 0.94039, -0.21843], [-0.80417, -1.81451, -0.09045], [-1.39333, 1.10972, -0.08918], [2.97990, -1.40929, 0.37510], [2.61037, 1.03632, 1.04381], [2.49589, -0.86131, -1.84503], [-0.14317, 0.08501, -2.03373], [-0.00502, -0.08602, -0.37679], [-0.84358, -3.10666, 1.58655], [0.52936, -1.93124, 1.50090], [-1.07468, -1.35101, 2.12051], [0.02000, -2.94432, -1.97824], [-0.25154, -3.86552, -0.34612], [1.07570, -2.75042, -0.57198], [-2.26460, 0.87861, -1.76601], [-2.90463, -0.18778, -0.61552], [-3.39368, 1.51066, -0.63605], [-1.05841, 2.79899, -1.59479], [0.30116, 2.49470, -0.51517], [-1.12923, 3.25774, 0.04059], [2.08582, 2.01116, 2.63101], [3.61113, 2.42492, 2.19278], [2.12214, 3.10846, 1.31693], [0.66190, -0.37402, -2.39608], [2.45510, 1.80819, -1.03429], [-1.81909, -1.82399, -0.39816], [-1.49854, 1.00766, 1.02431], [3.02566, -0.84883, 1.23059], [3.36871, -2.25581, 0.16973]],
  "e_homo_ev": [-4.96, -8.60],
  "s2": 2.01,
  "lumo_ev": [0.83, -2.60],
  "gap_ev": [5.8, 6.0],
  "spin_multiplicity": 3,
  "de_lowest_kj_mol": 142.77
}

Entry 2:
{
  "formula": "C9H21N3O12",
  "method": "the ωB97M-V functional and the def2-TZVPD basis",
  "symbols": ["C", "N", "O", "O", "H", "H", "H", "C", "N", "O", "O", "H", "H", "H", "C", "N", "O", "O", "H", "H", "H", "C", "O", "C", "O", "O", "C", "H", "H", "H", "H", "H", "H", "C", "O", "C", "O", "O", "C", "H", "H", "H", "H", "H", "H"],
  "xyz": [[-1.14776, -8.62501, 3.98476], [-2.18348, -8.18462, 2.97347], [-2.26533, -8.69691, 1.85202], [-2.75684, -7.23372, 3.29456], [-0.16275, -8.17918, 4.12296], [-0.91328, -9.66951, 3.77943], [-1.65566, -8.44974, 4.93314], [-0.81923, -1.98783, -2.64377], [-0.80145, -3.47705, -2.56728], [-1.88777, -4.04488, -2.81715], [0.21810, -4.06103, -2.35525], [-1.35978, -1.79728, -3.57091], [0.19467, -1.59136, -2.69769], [-1.37591, -1.68358, -1.75741], [-6.05045, 1.44177, 0.83564], [-6.11495, 0.09930, 1.36971], [-5.54455, -0.81108, 0.82779], [-7.04090, -0.12897, 2.21853], [-5.07229, 1.65550, 0.40483], [-6.27102, 2.13939, 1.64358], [-6.73296, 1.70181, 0.02653], [3.32491, 7.12536, -2.40787], [3.56281, 5.83367, -2.89489], [4.59836, 5.62047, -3.78976], [5.12705, 6.54359, -4.40724], [4.91837, 4.32461, -3.87847], [6.18079, 4.03850, -4.49753], [4.28821, 7.63463, -2.37905], [3.01985, 7.16570, -1.36221], [2.64082, 7.75747, -2.97406], [6.41547, 2.97409, -4.49003], [7.01589, 4.51781, -3.98668], [6.09448, 4.35044, -5.53837], [0.08997, 2.57715, 1.68732], [0.78592, 1.29831, 1.82070], [0.32216, 0.34024, 2.59083], [-0.66624, 0.53825, 3.28325], [0.92863, -0.84959, 2.32481], [0.46135, -1.99402, 2.95483], [-0.07309, 3.11427, 2.62167], [-0.87399, 2.33965, 1.23738], [0.64176, 3.24189, 1.02266], [-0.61964, -1.86782, 3.01500], [0.94220, -2.20492, 3.91003], [0.61754, -2.83578, 2.28019]],
  "e_homo_ev": -10.84,
  "lumo_ev": -0.20,
  "gap_ev": 10.6,
  "spin_multiplicity": 1,
  "de_lowest_kj_mol": 59.45
}

Entry 3:
{
  "formula": "C9H21N3O5S",
  "method": "the ωB97M-V functional and the def2-TZVPD basis",
  "symbols": ["H", "N", "C", "N", "N", "C", "C", "C", "C", "C", "C", "O", "S", "O", "O", "O", "H", "H", "H", "H", "H", "H", "H", "H", "H", "H", "H", "H", "H", "H", "C", "C", "O", "H", "H", "H", "H", "H", "H"],
  "xyz": [[-4.72269, -1.32700, 0.92033], [-4.16430, -0.57240, 0.46568], [-3.33626, -1.10806, -0.53029], [-3.38114, -2.60275, -0.75446], [-2.44909, -0.11178, -1.24837], [-2.27655, -0.42776, -2.71723], [-0.74100, -0.19022, -3.28873], [-0.09032, 1.26094, -2.89579], [0.42046, 1.40542, -1.34656], [1.35491, 0.17693, -0.79730], [0.65532, -0.61151, 0.50064], [1.58619, -1.77086, 0.65180], [1.94747, -2.20624, -0.99264], [0.63194, -3.00069, -1.35172], [3.19610, -3.15672, -1.00141], [2.13520, -0.64536, -1.73542], [-4.23948, -3.03359, -0.34680], [-2.52519, -3.07872, -0.38460], [-3.00866, 0.79274, -1.23003], [-2.56489, -1.53022, -3.02051], [-3.04299, 0.27281, -3.30442], [-0.83798, -0.20219, -4.47733], [-0.08992, -1.12259, -3.01265], [0.83797, 1.50010, -3.60708], [-0.85223, 2.15886, -3.08720], [-0.51874, 1.58057, -0.63165], [1.05957, 2.40739, -1.25422], [2.22305, 0.77315, -0.23538], [-0.50507, -0.85553, 0.38690], [0.82868, 0.03659, 1.48039], [2.69319, 1.80717, 5.19060], [2.39219, 1.19841, 3.83673], [1.72151, 2.14488, 3.01762], [1.76891, 2.12728, 5.68254], [3.20631, 1.08856, 5.83588], [3.32192, 2.69721, 5.08412], [1.74589, 0.32252, 3.94583], [3.31253, 0.88753, 3.33282], [2.30719, 2.91511, 2.91991]],
  "e_homo_ev": -9.13,
  "lumo_ev": -0.16,
  "gap_ev": 9.0,
  "spin_multiplicity": 1
}